Entry 1:
80
Properties=species:S:1:pos:R:3 method="wB97M-V/def2-TZVPD" e_above_lowest_kj_mol=0.0 lumo_energy_ev=2.018 total_charge=-1 e_homo_ev=-2.114 e_tot_ev=-45839.849
C -0.22 1.45 -3.38
C 0.59 0.94 -2.18
C 1.96 1.63 -2.18
C 0.70 -0.59 -2.26
Sn 1.99 -1.79 -0.97
C 0.39 -2.98 -0.04
C -0.83 -2.12 0.35
C -0.97 -1.96 1.86
C -2.13 -2.63 -0.30
C 3.51 -3.19 -1.68
C 3.69 -3.54 -3.18
C 2.59 -4.45 -3.73
C 5.06 -4.20 -3.43
C 2.82 -0.59 0.64
C 4.36 -0.57 0.80
C 4.86 -1.69 1.73
C 4.91 0.79 1.27
H 4.79 -0.74 -0.21
H 0.16 0.98 -4.30
H -1.29 1.23 -3.29
H -0.14 2.53 -3.51
H 0.03 1.23 -1.23
H 2.62 1.26 -2.99
H 1.81 2.71 -2.32
H 2.45 1.52 -1.20
H -0.27 -1.05 -2.06
H 1.02 -0.90 -3.27
H 0.15 -3.73 -0.80
H 0.86 -3.46 0.83
H -0.68 -1.10 -0.05
H -1.03 -2.94 2.35
H -0.11 -1.42 2.28
H -1.88 -1.39 2.11
H -2.31 -3.68 -0.01
H -2.99 -2.03 0.01
H -2.07 -2.59 -1.39
H 4.45 -2.79 -1.27
H 3.24 -4.09 -1.12
H 3.69 -2.59 -3.74
H 2.41 -5.30 -3.06
H 1.65 -3.90 -3.85
H 2.87 -4.84 -4.72
H 5.15 -5.14 -2.88
H 5.19 -4.44 -4.50
H 5.89 -3.56 -3.13
H 2.41 0.42 0.49
H 2.35 -1.03 1.53
H 4.21 -1.76 2.61
H 4.86 -2.66 1.22
H 5.89 -1.48 2.07
H 4.42 1.12 2.19
H 5.99 0.71 1.48
H 4.79 1.58 0.52
F -7.19 0.23 4.22
C -6.23 -0.49 3.54
F -5.62 -1.30 4.46
F -6.92 -1.29 2.67
C -5.26 0.41 2.83
C -3.89 0.15 2.94
C -3.00 0.89 2.18
C -3.47 1.92 1.33
C -2.55 2.86 0.75
C -2.68 4.25 1.05
C -1.56 5.08 0.75
C -1.59 6.43 1.04
C -2.78 7.04 1.51
C -3.89 6.24 1.84
C -3.81 4.86 1.73
C -4.88 2.11 1.23
C -5.76 1.44 2.05
H -3.53 -0.60 3.63
H -1.92 0.74 2.25
H -1.64 2.53 0.24
H -0.67 4.58 0.30
H -0.69 7.03 0.86
H -2.84 8.13 1.59
H -4.81 6.72 2.17
H -4.58 4.25 2.19
H -5.29 2.81 0.49
H -6.81 1.72 2.06

=====

Entry 2:
84
Properties=species:S:1:pos:R:3 method="wB97M-V/def2-TZVPD" e_above_lowest_kj_mol=0.0 lumo_energy_ev=-3.952 total_charge=+1 e_homo_ev=-11.880 e_tot_ev=-46545.699
C 10.65 -3.14 1.61
C 10.06 -2.76 0.15
C 8.49 -2.46 0.13
C 8.06 -1.16 1.01
C 7.65 0.11 0.10
C 6.30 0.87 0.64
C 5.06 0.67 -0.38
C 3.78 1.59 -0.04
C 2.37 0.78 -0.12
C 1.11 1.77 -0.41
C -0.13 0.98 -1.11
C -0.82 0.05 0.02
C -2.43 0.07 -0.01
N -3.07 -1.28 -0.29
C -2.68 -2.37 0.69
N -2.37 -1.90 2.07
C -2.52 -1.71 -1.65
C -3.38 -2.93 -2.29
O -4.26 -2.60 -3.12
O -3.11 -4.30 -1.96
C -4.30 -5.01 -1.55
C -4.43 -5.63 -0.06
O -5.28 -5.23 -2.31
O -4.42 -1.15 -0.51
C -5.20 -1.02 0.68
O -5.81 -2.06 1.09
C -5.47 0.31 1.51
C -5.90 0.11 3.01
C -6.16 1.27 4.00
C -6.00 2.74 3.47
C -5.57 2.96 1.99
C -5.30 1.76 0.99
H 11.67 -3.66 1.51
H 10.74 -2.15 2.20
H 9.90 -3.83 2.13
H 10.29 -3.68 -0.52
H 10.71 -1.89 -0.24
H 7.95 -3.40 0.53
H 8.19 -2.34 -0.98
H 7.22 -1.52 1.71
H 8.97 -0.92 1.67
H 7.45 -0.26 -0.97
H 8.55 0.82 0.07
H 6.62 1.98 0.75
H 6.10 0.42 1.69
H 4.75 -0.43 -0.33
H 5.48 0.92 -1.43
H 3.79 2.44 -0.83
H 3.93 2.07 0.99
H 2.40 -0.12 -0.82
H 2.19 0.40 0.96
H 0.78 2.23 0.60
H 1.50 2.63 -1.06
H 0.34 0.32 -1.93
H -0.87 1.68 -1.63
H -0.49 0.49 1.04
H -0.36 -1.00 -0.04
H -2.78 0.55 0.96
H -2.74 0.76 -0.89
H -1.74 -2.96 0.36
H -3.49 -3.19 0.81
H -1.38 -1.65 2.19
H -3.02 -1.18 2.40
H -2.61 -0.82 -2.38
H -1.44 -2.08 -1.60
H -3.52 -5.44 0.59
H -5.42 -5.25 0.41
H -4.55 -6.78 -0.11
H -6.00 -0.97 3.40
H -6.46 1.04 5.08
H -6.22 3.58 4.22
H -5.43 4.04 1.62
H -4.96 1.91 -0.09
N -4.67 5.02 -1.08
C -5.35 6.03 -1.66
C -5.35 6.28 -3.02
C -4.61 5.45 -3.84
C -3.90 4.40 -3.28
C -3.96 4.23 -1.90
H -5.91 6.66 -0.97
H -5.92 7.11 -3.42
H -4.59 5.61 -4.91
H -3.31 3.73 -3.89
H -3.42 3.42 -1.42

=====

Entry 3:
87
Properties=species:S:1:pos:R:3 method="wB97M-V/def2-TZVPD" e_above_lowest_kj_mol=0.0 lumo_energy_ev=-1.620 total_charge=+1 e_homo_ev=-10.444 e_tot_ev=-84790.666
Rb 0.29 -0.11 0.28
C -1.89 0.06 3.22
C -1.07 1.33 3.48
C -1.57 2.49 2.66
C -2.57 3.33 3.11
C -3.03 4.35 2.30
C -2.45 4.50 1.04
C -1.45 3.62 0.67
N -1.01 2.64 1.45
N -1.07 -1.16 3.10
C -0.22 -1.36 4.27
C 1.19 -0.80 4.21
C 1.91 -0.74 5.41
C 3.21 -0.29 5.39
C 3.76 0.12 4.18
C 2.97 0.03 3.05
N 1.71 -0.42 3.05
C -1.93 -2.33 2.97
C -2.95 -2.29 1.86
C -4.16 -2.95 2.06
C -5.11 -2.95 1.05
C -4.83 -2.25 -0.12
C -3.60 -1.62 -0.22
N -2.67 -1.65 0.73
H -2.43 0.18 2.28
H -2.64 -0.07 4.01
H -0.03 1.16 3.20
H -1.09 1.59 4.54
H -2.99 3.18 4.10
H -3.81 5.02 2.63
H -2.77 5.29 0.37
H -0.98 3.72 -0.30
H -0.11 -2.44 4.43
H -0.71 -0.98 5.18
H 1.44 -1.06 6.33
H 3.79 -0.24 6.31
H 4.77 0.49 4.12
H 3.35 0.34 2.09
H -2.47 -2.53 3.91
H -1.28 -3.20 2.79
H -4.36 -3.46 2.99
H -6.06 -3.46 1.18
H -5.54 -2.19 -0.93
H -3.36 -1.04 -1.11
C -1.38 -3.03 -2.87
C -1.95 -1.93 -3.78
S -1.88 -0.29 -3.01
C -1.80 0.74 -4.49
C -1.65 2.22 -4.12
S -0.39 2.64 -2.90
C 1.15 2.68 -3.86
C 1.63 1.37 -4.47
S 1.78 0.04 -3.25
C 1.42 -1.36 -4.33
C 1.37 -2.68 -3.56
S 0.25 -2.76 -2.13
H -1.37 -3.97 -3.42
H -2.03 -3.17 -2.00
H -2.98 -2.19 -4.02
H -1.40 -1.90 -4.72
H -2.72 0.62 -5.07
H -0.97 0.41 -5.11
H -2.58 2.57 -3.66
H -1.49 2.81 -5.02
H 1.88 3.06 -3.14
H 1.06 3.43 -4.64
H 2.61 1.55 -4.94
H 0.95 1.05 -5.26
H 2.20 -1.44 -5.09
H 0.48 -1.17 -4.84
H 2.35 -2.89 -3.14
H 1.13 -3.50 -4.24
N 2.66 1.83 -0.09
C 3.94 1.67 -0.79
C 4.77 0.47 -0.34
C 4.30 -0.91 -0.78
N 3.13 -1.41 -0.04
H 2.16 2.62 -0.48
H 2.83 2.09 0.88
H 4.57 2.57 -0.69
H 3.72 1.55 -1.86
H 4.91 0.50 0.75
H 5.77 0.61 -0.76
H 5.15 -1.60 -0.70
H 4.03 -0.86 -1.83
H 3.40 -1.63 0.92
H 2.84 -2.30 -0.44

=====

Entry 4:
87
Properties=species:S:1:pos:R:3 method="wB97M-V/def2-TZVPD" e_above_lowest_kj_mol=2.1 lumo_energy_ev="-14.009 / -14.005" total_charge=+4 e_homo_ev="-18.493 / -18.495" e_tot_ev=-117432.510
W 1.19 -0.65 0.06
C -4.14 -3.10 -1.02
O -2.72 -2.77 -0.59
C -2.27 -2.97 0.60
C -2.89 -3.90 1.49
C -2.40 -4.27 2.72
C -1.16 -3.74 3.16
C -0.44 -2.81 2.31
C 0.80 -2.29 2.70
N 1.66 -1.61 1.89
N 2.85 -1.31 2.48
C 3.56 -0.49 1.79
O 2.83 -0.12 0.57
C 4.83 0.03 2.09
C 5.37 1.07 1.28
C 6.52 1.75 1.65
C 7.13 1.28 2.83
C 6.64 0.24 3.61
C 5.48 -0.34 3.27
C -1.02 -2.46 1.03
O -0.36 -1.59 0.23
H -4.17 -2.68 -2.03
H -4.82 -2.63 -0.25
H -4.25 -4.14 -1.18
H -3.75 -4.51 1.24
H -2.91 -5.03 3.31
H -0.72 -3.99 4.08
H 1.25 -2.61 3.64
H 4.84 1.38 0.39
H 6.85 2.65 1.12
H 7.96 1.84 3.26
H 7.17 -0.05 4.51
H 5.06 -1.06 3.93
C -1.50 4.38 3.41
C -1.62 3.00 4.00
C -2.08 1.92 3.03
C -1.15 1.56 1.89
N -1.76 1.91 0.59
C -1.15 2.02 -0.56
S 0.50 1.43 -0.66
N -1.61 2.61 -1.63
C -2.81 3.49 -1.57
C -4.20 2.77 -1.66
C -5.39 3.76 -1.86
C -6.69 2.94 -2.02
H -0.93 5.10 4.02
H -2.51 4.82 3.38
H -0.98 4.38 2.43
H -2.30 3.00 4.88
H -0.68 2.71 4.42
H -3.08 2.17 2.62
H -2.19 0.97 3.58
H -0.98 0.51 1.94
H -0.18 2.08 1.96
H -2.73 2.17 0.57
H -1.22 2.54 -2.55
H -2.73 4.17 -2.43
H -2.73 4.09 -0.65
H -4.45 2.19 -0.74
H -4.20 2.11 -2.56
H -5.29 4.45 -2.67
H -5.45 4.50 -1.00
H -6.66 2.35 -3.02
H -7.49 3.71 -1.97
H -6.95 2.33 -1.15
C 2.95 0.71 -3.35
C 3.52 -0.66 -3.03
As 2.16 -1.86 -2.20
C 3.03 -3.55 -1.82
C 3.45 -4.15 -3.16
C 0.47 -2.21 -3.12
C -0.03 -1.42 -4.32
H 3.81 1.27 -3.81
H 2.62 1.25 -2.39
H 2.18 0.73 -4.14
H 4.29 -0.61 -2.22
H 4.00 -1.16 -3.90
H 2.34 -4.21 -1.37
H 3.92 -3.30 -1.29
H 2.66 -4.17 -3.97
H 3.83 -5.15 -3.03
H 4.34 -3.65 -3.57
H -0.23 -2.06 -2.31
H 0.49 -3.31 -3.27
H -0.24 -0.38 -4.03
H -1.00 -1.95 -4.62
H 0.67 -1.43 -5.20

=====

Entry 5:
84
Properties=species:S:1:pos:R:3 method="wB97M-V/def2-TZVPD" e_above_lowest_kj_mol=0.0 lumo_energy_ev=0.183 smiles=Fc1ccccc1.CCCC#N.CCCC#N.CCCC#N.CCCC#N.CCCC#N.CCCC#N e_homo_ev=-9.570 e_tot_ev=-43528.294
F 0.50 0.14 2.90
C 1.04 -1.06 3.41
C 1.17 -2.07 2.46
C 1.68 -3.25 2.90
C 2.02 -3.40 4.24
C 1.92 -2.38 5.15
C 1.43 -1.13 4.73
H 0.90 -1.83 1.44
H 1.91 -4.04 2.15
H 2.43 -4.31 4.60
H 2.19 -2.54 6.16
H 1.35 -0.31 5.39
C -1.63 -4.14 -4.81
C -2.85 -4.93 -5.29
C -3.84 -5.36 -4.20
C -3.27 -6.16 -3.16
N -2.82 -6.93 -2.43
H -0.98 -4.67 -4.11
H -1.95 -3.26 -4.27
H -1.12 -3.78 -5.72
H -2.61 -5.88 -5.79
H -3.48 -4.31 -5.97
H -4.68 -5.95 -4.61
H -4.31 -4.46 -3.75
C 2.10 -2.99 -4.12
C 3.36 -3.64 -3.61
C 3.80 -3.15 -2.22
C 2.78 -3.18 -1.16
N 1.89 -3.27 -0.44
H 1.31 -3.15 -3.38
H 1.83 -3.44 -5.06
H 2.27 -1.90 -4.21
H 4.25 -3.50 -4.27
H 3.12 -4.69 -3.58
H 4.18 -2.13 -2.21
H 4.63 -3.80 -1.87
C 2.18 2.34 -2.17
C 1.83 3.78 -2.35
C 2.80 4.86 -1.72
C 4.18 4.77 -2.16
N 5.29 4.81 -2.51
H 2.16 2.05 -1.09
H 3.14 2.10 -2.54
H 1.49 1.63 -2.66
H 0.82 3.98 -1.90
H 1.75 4.05 -3.41
H 2.82 4.71 -0.66
H 2.40 5.84 -1.95
C -3.28 1.44 3.63
C -2.54 1.28 5.00
C -3.09 2.14 6.08
C -4.48 1.80 6.43
N -5.60 1.58 6.61
H -3.23 2.49 3.35
H -4.28 1.04 3.59
H -2.75 0.87 2.89
H -1.50 1.57 4.79
H -2.43 0.23 5.23
H -3.04 3.22 5.83
H -2.58 1.96 7.00
C -0.09 5.79 0.95
C 0.59 4.49 1.47
C 0.61 4.29 2.99
C -0.62 4.54 3.68
N -1.64 4.85 4.10
H 0.59 6.65 1.15
H -1.13 5.87 1.30
H -0.18 5.70 -0.15
H 1.64 4.48 1.19
H 0.14 3.65 0.94
H 1.40 4.98 3.39
H 0.99 3.26 3.15
C -1.39 1.49 -0.81
C -1.41 -0.01 -0.47
C -0.75 -0.86 -1.51
C -1.31 -0.80 -2.86
N -1.81 -0.67 -3.90
H -0.40 1.92 -0.90
H -1.94 2.00 0.00
H -1.96 1.67 -1.71
H -2.47 -0.29 -0.39
H -0.91 -0.25 0.47
H -0.83 -1.87 -1.20
H 0.33 -0.61 -1.50